The following is a DFT calculation (the ωB97M-V functional and the def2-TZVPD basis) of a cluster of 2 separate species, C4H11N2O in total in a non-equilibrium geometry.

Computed properties:
Kohn-Sham gap, eV: 5.8275
Total charge: +1
E_HOMO, Ha: -0.5416
Lowest unoccupied orbital energy, eV: -8.909
Relative energy (zero: lowest compared OMol25 entry of this formula, charge and spin), kJ/mol: 707.9

```
18
Properties=species:S:1:pos:R:3:forces:R:3
O -1.50424 -1.45439 -0.44821 -0.057 -0.057 -0.136
C -1.22129 -0.29241 -0.48076 -0.516 -0.673 -0.002
N -1.95628 0.68137 -1.12932 1.336 -0.479 0.138
C 0.00672 0.14798 0.45389 0.517 0.402 0.363
N 0.97946 -0.86921 0.41849 -1.077 -0.449 -2.328
C 2.06173 -0.61613 -0.47653 0.979 0.482 1.297
C -0.62922 0.36451 1.85634 -0.852 1.046 -0.304
H -2.56037 0.29214 -1.84485 -0.335 -0.032 0.167
H -1.28718 1.34112 -1.49769 -0.504 0.823 -0.135
H 0.57151 1.08141 0.19428 -0.261 0.343 -0.131
H 0.45507 1.31330 -1.49122 0.290 -1.001 0.936
H 0.47135 -1.71535 0.13517 0.268 -0.275 0.364
H 1.78430 -0.44519 -1.55744 -0.955 0.263 0.035
H 2.77165 -1.44197 -0.51119 0.048 0.049 0.045
H 2.52236 0.30812 -0.12725 0.479 -0.188 -0.257
H -1.19889 -0.51096 2.16188 0.315 -0.306 -0.184
H -1.36365 1.16204 1.74101 0.063 0.126 0.175
H 0.09696 0.65361 2.60341 0.264 -0.074 -0.044
```
Positions in Å, forces in eV/Å.

natural (NBO) atomic charge list, values in e, 8 entries: -0.52, 0.68, -0.76, -0.15, -0.39, -0.44, -0.57, 0.43


The following is a DFT calculation (the ωB97M-V functional and the def2-TZVPD basis) of a cluster of 2 separate species, C9H14 in total in a non-equilibrium geometry.

Computed properties:
Kohn-Sham gap, eV: 9.9637
Total charge: 0
E_HOMO, Ha: -0.3321
Lowest unoccupied orbital energy, eV: 0.926
SMILES string: Cc1ccccc1.CC
Relative energy (zero: lowest compared OMol25 entry of this formula, charge and spin), kJ/mol: 47.9

```
23
Properties=species:S:1:pos:R:3:forces:R:3
C -0.41759 -3.39613 -0.66718 -0.870 -0.460 0.479
C -0.61151 -2.38706 0.44686 0.387 0.004 -0.693
C 0.36915 -2.24502 1.44257 -0.382 -0.135 -0.513
C 0.31372 -1.16641 2.30225 -0.379 -0.766 -0.117
C -0.83040 -0.35789 2.29837 1.084 0.092 1.441
C -1.85238 -0.57170 1.42201 -0.808 -0.019 -1.259
C -1.68136 -1.50963 0.39307 0.562 0.067 0.587
H -1.15939 -3.23543 -1.45064 0.232 0.227 -0.163
H -0.63382 -4.42534 -0.33832 0.304 0.244 0.153
H 0.58446 -3.36539 -1.06784 0.231 0.006 -0.200
H 1.14455 -3.00501 1.46135 0.206 0.313 0.161
H 1.09040 -1.03491 3.04458 -0.042 0.177 -0.017
H -0.81986 0.36922 3.10487 -0.600 0.226 -0.291
H -2.80354 -0.03606 1.41515 0.496 0.270 0.263
H -2.31149 -1.49874 -0.48368 -0.416 -0.237 0.161
C 1.89458 3.10808 -1.80086 -0.756 -0.011 -0.322
C 0.57966 3.81639 -1.51413 -0.968 0.881 -0.324
H 2.70825 3.60064 -1.28327 0.188 -0.093 0.206
H 1.81584 2.06007 -1.50368 0.251 0.086 0.009
H 2.10940 3.14651 -2.86699 0.115 -0.073 -0.067
H 0.21546 3.67658 -0.50384 0.237 0.050 0.391
H -0.29185 3.56339 -2.12512 0.343 -0.823 -0.268
H 0.58771 4.89383 -1.72550 0.587 -0.027 0.382
```
Positions in Å, forces in eV/Å.

natural (NBO) atomic charge list, values in e, 8 entries: -0.63, -0.02, -0.21, -0.20, -0.23, -0.19, -0.22, 0.21


The following is a DFT calculation (the ωB97M-V functional and the def2-TZVPD basis) of the ion C9H9N2O with charge +1 in a non-equilibrium geometry.

Computed properties:
Kohn-Sham gap (spin up / spin down), eV: 7.2460 / 7.2393
Total charge: +1
E_HOMO (spin up / spin down), Ha: -0.4631 / -0.4628
Lowest unoccupied orbital energy (spin up / spin down), eV: -5.355 / -5.355
SMILES string: C=C1[NH+]=CN(O)C2=C=CC=C[C@H]12
Relative energy (zero: lowest compared OMol25 entry of this formula, charge and spin), kJ/mol: 475.2

```
21
Properties=species:S:1:pos:R:3:forces:R:3
C -1.93276 2.16262 0.38798 -0.130 -0.294 0.068
C -1.45458 0.94404 0.24246 3.312 -1.174 -1.293
N -2.11545 -0.24567 0.54050 -0.414 -0.699 0.115
C -1.66437 -1.47239 0.27212 0.065 0.001 0.048
N -0.49450 -1.77019 -0.26374 -0.208 -0.303 0.021
O -0.22199 -3.10812 -0.38628 -0.470 -0.408 0.344
C 0.47760 -0.86050 -0.61543 1.211 0.885 -0.859
C 1.79080 -1.23252 -0.96930 -3.877 0.684 0.771
C 2.77344 -0.38284 -0.66202 -0.114 0.029 0.623
C 2.44566 0.64215 0.34031 0.091 0.325 0.114
C 1.20974 1.15640 0.40791 0.014 0.172 0.078
C 0.02108 0.60414 -0.38349 0.195 0.087 0.142
H -2.92549 2.33480 0.76498 -0.239 0.012 0.103
H -1.35764 3.02799 0.12020 0.227 0.136 -0.065
H -3.02074 -0.16930 0.99173 0.077 -0.241 -0.081
H -2.27666 -2.32299 0.53821 -0.049 0.031 0.004
H 0.65707 -3.18947 -0.80808 0.043 0.469 -0.052
H 3.77290 -0.42278 -1.05927 0.149 0.138 -0.340
H 3.25554 1.07487 0.90381 0.037 0.231 0.107
H 1.02012 2.06018 0.96478 0.069 0.142 0.144
H 0.04023 1.16956 -1.32736 0.012 -0.221 0.008
```
Positions in Å, forces in eV/Å.

natural (NBO) atomic charge list, values in e, 8 entries: -0.38, 0.18, -0.52, 0.35, -0.06, -0.49, 0.19, -0.17


The following is a DFT calculation (the ωB97M-V functional and the def2-TZVPD basis) of a structure of composition C49H43BrN5O6SSiTi in a non-equilibrium geometry.

Computed properties:
Kohn-Sham gap (spin up / spin down), eV: 5.5672 / 7.6115
Total charge: 0
E_HOMO (spin up / spin down), Ha: -0.2124 / -0.2931
Lowest unoccupied orbital energy (spin up / spin down), eV: -0.212 / -0.365
Multiplicity: 2
Relative energy (zero: lowest compared OMol25 entry of this formula, charge and spin), kJ/mol: 89.3

```
107
Properties=species:S:1:pos:R:3:forces:R:3
Ti -0.22704 0.60716 0.60574 -1.025 -0.359 0.645
O 2.89484 -1.29006 -3.42683 0.300 0.070 -0.175
C 2.07572 -0.80321 -2.48426 -0.248 -0.226 0.055
O 1.10779 -1.39764 -2.10220 -0.030 -0.023 0.200
C 2.51644 0.54938 -2.02274 0.221 0.312 0.385
C 3.56840 1.18512 -2.67312 -0.124 -0.193 -0.060
C 3.96197 2.44313 -2.25550 0.031 0.127 0.010
C 3.28447 3.03741 -1.20942 0.067 -0.021 0.078
C 2.23962 2.33502 -0.62701 -0.132 -0.108 -0.060
N 1.86327 1.11380 -0.99589 0.124 0.246 -0.557
C 1.39113 2.98381 0.44600 0.501 0.281 -0.087
O 1.79196 3.94355 1.05946 -0.168 -0.010 -0.083
O 0.22764 2.41637 0.57700 0.257 0.897 -0.425
H 2.52863 -2.13163 -3.72835 -0.116 -0.078 0.063
H 4.03896 0.69164 -3.51025 0.037 0.041 0.036
H 4.77319 2.95663 -2.75438 0.006 0.000 0.005
H 3.52587 4.02019 -0.82987 -0.001 -0.001 -0.010
C -1.39710 -2.23464 5.93523 0.023 -0.012 -0.089
C -1.73195 -2.76614 4.54640 -0.057 0.039 0.175
N -0.55836 -2.92404 3.69883 0.280 0.129 -0.274
C 0.54140 -3.75566 4.20152 0.146 -0.051 0.024
C 1.74560 -2.95756 4.69103 -0.158 -0.014 -0.050
C -0.48896 -2.40524 2.46600 -0.566 -0.224 -0.059
S -1.74297 -1.51044 1.75415 0.157 0.156 -0.087
N 0.61462 -2.76790 1.75444 0.409 0.044 -0.126
C 1.26404 -1.95547 0.99301 -0.176 -0.434 0.779
O 1.01764 -0.68262 0.87777 1.317 -1.258 -0.053
C 2.48748 -2.49497 0.34707 0.119 0.332 -0.159
C 2.51213 -3.77107 -0.19954 -0.053 -0.026 0.012
C 3.67295 -4.24223 -0.79241 -0.021 -0.022 -0.016
C 4.81800 -3.45636 -0.81496 0.050 0.007 -0.014
C 4.80282 -2.19254 -0.24330 0.008 -0.005 0.007
C 3.63467 -1.70866 0.32453 -0.096 0.085 -0.035
H -2.31662 -1.93589 6.43876 0.005 -0.034 0.013
H -0.74961 -1.36244 5.85752 0.001 0.091 0.021
H -0.90038 -2.97942 6.55822 0.031 0.023 -0.008
H -2.40462 -2.08111 4.03961 -0.014 -0.026 -0.008
H -2.23411 -3.73588 4.62823 -0.005 0.009 -0.054
H 0.85396 -4.42173 3.39753 -0.057 -0.022 0.030
H 0.13860 -4.36033 5.01428 -0.057 -0.017 -0.033
H 2.15538 -2.35580 3.88215 0.040 0.058 -0.028
H 2.52487 -3.63694 5.03958 -0.020 0.005 0.014
H 1.46849 -2.29326 5.50686 0.042 0.057 0.062
H 1.61603 -4.37717 -0.17253 0.003 0.012 0.012
H 3.68793 -5.22938 -1.23670 -0.010 0.003 0.006
H 5.72224 -3.83088 -1.27781 -0.002 -0.006 0.021
H 5.69783 -1.58348 -0.23404 -0.006 -0.005 -0.042
H 3.60167 -0.71743 0.76108 0.036 -0.037 -0.040
Br 5.02613 0.53258 6.19323 -0.030 0.000 -0.061
C 3.48578 0.74434 5.10234 0.050 -0.010 0.110
C 3.60296 0.70235 3.72345 0.094 -0.007 0.035
C 2.47525 0.84610 2.93786 -0.271 0.061 0.029
C 1.20499 1.01479 3.50937 0.267 -0.075 0.185
C 1.12689 1.07397 4.90973 -0.109 -0.066 -0.125
C 2.25396 0.94464 5.70072 0.064 -0.053 -0.030
N 0.07755 1.11804 2.69932 -0.453 0.041 0.217
C -0.94950 1.84983 3.13276 0.041 0.023 0.156
C -2.13385 1.90667 2.38595 0.038 -0.007 0.213
C -3.29424 2.55893 2.86308 -0.089 0.079 -0.128
C -4.45456 2.48827 2.14578 0.158 0.005 0.069
C -4.46532 1.74951 0.94737 0.017 -0.083 -0.068
C -3.30131 1.16679 0.51640 -0.256 -0.041 -0.124
N -2.14034 1.24969 1.18317 -0.121 0.487 0.484
H 4.57656 0.56864 3.27064 -0.013 0.015 -0.027
H 2.56706 0.85889 1.86158 0.055 -0.049 0.006
H 0.16425 1.20249 5.38588 -0.014 -0.049 0.017
H 2.17445 0.98026 6.77898 -0.013 0.010 -0.010
H -0.87201 2.45769 4.02800 -0.024 -0.083 0.053
H -3.23564 3.09490 3.80112 -0.012 0.001 0.001
H -5.35304 2.98171 2.49153 0.003 -0.008 0.035
H -5.36749 1.63970 0.36359 0.036 0.003 -0.044
H -3.28889 0.60048 -0.40396 0.016 0.007 0.012
O -0.92814 0.35755 -1.00659 -0.246 -0.154 -0.599
Si -1.50474 0.60783 -2.50369 -0.553 0.288 -1.185
C -0.31029 0.55821 -3.97489 -0.085 0.062 0.231
C -0.20866 -0.56789 -4.79560 -0.007 -0.056 0.050
C 0.55985 -0.54902 -5.94985 0.025 -0.041 -0.019
C 1.24812 0.60284 -6.30669 -0.011 0.023 0.008
C 1.16361 1.73028 -5.50309 0.091 0.065 -0.075
C 0.38638 1.70700 -4.35402 -0.036 -0.005 0.122
C -2.25600 2.34933 -2.61632 0.093 -0.185 0.277
C -2.08165 3.29190 -1.60103 -0.049 -0.051 -0.191
C -2.63564 4.56177 -1.68861 0.019 0.063 0.012
C -3.38693 4.91607 -2.79804 0.008 0.032 0.060
C -3.56708 3.99881 -3.82339 -0.037 -0.008 -0.064
C -3.00231 2.73668 -3.73150 0.015 -0.165 -0.087
C -2.80854 -0.69975 -2.88979 0.171 0.084 0.288
C -3.17912 -1.62989 -1.91619 0.125 0.059 0.018
C -4.16702 -2.57282 -2.16404 -0.056 -0.026 0.011
C -4.80088 -2.60400 -3.39737 0.033 -0.026 0.026
C -4.42804 -1.70454 -4.38788 -0.023 0.002 -0.008
C -3.44002 -0.76600 -4.13396 -0.008 0.038 -0.029
H -0.74936 -1.46826 -4.52495 0.041 -0.003 -0.035
H 0.61865 -1.42896 -6.57953 -0.023 -0.001 0.010
H 1.83414 0.62426 -7.21705 0.022 0.005 0.017
H 1.69156 2.63415 -5.78385 -0.012 -0.006 0.020
H 0.30217 2.60131 -3.74303 0.025 0.018 -0.062
H -1.50328 3.03260 -0.73319 0.090 -0.001 0.223
H -2.47860 5.27014 -0.88408 -0.012 -0.003 -0.011
H -3.82954 5.90222 -2.86464 0.006 -0.004 -0.010
H -4.15165 4.26842 -4.69450 0.015 -0.011 -0.005
H -3.14644 2.03519 -4.54666 -0.031 0.084 -0.002
H -2.66659 -1.62240 -0.95887 -0.074 -0.041 -0.001
H -4.44118 -3.28172 -1.39260 0.007 -0.004 -0.004
H -5.57496 -3.33574 -3.59160 -0.001 0.001 -0.007
H -4.90809 -1.73810 -5.35798 0.004 0.008 -0.003
H -3.14589 -0.08274 -4.92371 -0.036 -0.053 -0.008
```
Positions in Å, forces in eV/Å.

Mulliken atomic charge list, values in e, 8 entries: -0.18, -0.64, 0.86, -0.42, -0.36, -0.79, -1.08, -0.78


The following is a DFT calculation (the ωB97M-V functional and the def2-TZVPD basis) of a structure of composition C20H12IrN4O6.

Computed properties:
Kohn-Sham gap (spin up / spin down), eV: 7.7223 / 6.1675
Total charge: 0
E_HOMO (spin up / spin down), Ha: -0.2948 / -0.3167
Lowest unoccupied orbital energy (spin up / spin down), eV: -0.300 / -2.451
Multiplicity: 6

```
43
Properties=species:S:1:pos:R:3:forces:R:3
Ir -0.42208 0.07410 -0.29746 -0.262 -0.162 0.136
O 2.67581 -2.96180 -0.11662 0.020 -0.019 -0.044
C 1.71060 -2.28552 -0.41338 -0.077 -0.010 0.004
N 0.91013 -1.58816 0.45162 0.024 0.164 -0.206
C 0.88801 -1.83170 1.76688 0.067 -0.028 0.089
C 1.30530 -3.03439 2.39538 0.017 0.016 0.009
C 1.20304 -3.15091 3.74702 -0.030 0.046 0.097
C 0.70139 -2.08344 4.54521 0.033 -0.085 -0.029
C 0.30636 -0.90736 3.98446 0.022 -0.021 -0.006
C 0.37782 -0.74883 2.57707 0.096 -0.008 0.087
N 0.00408 0.34348 1.89472 0.058 0.123 -0.168
C -0.03492 1.58289 2.47301 -0.086 -0.068 -0.028
O 0.48037 1.90288 3.52657 -0.024 0.063 0.034
C -0.80443 2.58600 1.66093 -0.009 -0.119 -0.067
C -0.98398 3.86323 2.15657 -0.007 0.096 0.043
C -1.77232 4.74736 1.44038 -0.003 0.005 0.003
C -2.36574 4.30745 0.26962 0.001 0.025 0.027
C -2.12508 3.01221 -0.15804 0.047 0.007 0.058
N -1.34169 2.16647 0.51205 -0.051 -0.004 -0.054
C 1.28176 -2.14917 -1.84774 -0.111 0.043 0.107
C 2.00766 -2.77760 -2.83977 0.057 -0.065 -0.066
C 1.53667 -2.72470 -4.14118 0.009 -0.002 -0.003
C 0.33995 -2.07542 -4.38689 0.011 -0.021 -0.003
C -0.32176 -1.46976 -3.33107 0.007 -0.020 0.002
N 0.14984 -1.47863 -2.08433 -0.030 0.052 -0.069
H 1.70366 -3.83433 1.79136 -0.026 0.015 0.021
H 1.50897 -4.07130 4.22774 -0.008 0.020 0.006
H 0.63404 -2.21167 5.61790 0.010 -0.013 -0.015
H -0.05555 -0.09107 4.58939 -0.003 -0.032 -0.012
H -0.50909 4.12535 3.09130 -0.012 -0.005 -0.012
H -1.93299 5.75654 1.79605 0.005 -0.006 0.000
H -3.00889 4.95101 -0.31461 0.015 -0.017 0.000
H -2.58984 2.64437 -1.05766 -0.012 0.004 0.009
H 2.91433 -3.29720 -2.56536 -0.003 0.000 -0.005
H 2.08664 -3.19367 -4.94619 -0.002 -0.002 0.004
H -0.08317 -2.02350 -5.38015 0.005 0.002 0.009
H -1.26366 -0.96775 -3.49097 0.021 -0.007 0.023
O -2.40420 2.01230 -3.59292 0.010 0.026 -0.055
C -1.81535 1.34896 -2.80614 -0.089 -0.162 0.191
O -2.01466 0.54396 -1.88639 0.093 0.132 -0.152
C 0.12497 1.62806 -2.95585 0.445 0.043 0.159
O 0.43061 1.80097 -4.08809 -0.168 -0.014 -0.015
O 0.56735 1.56031 -1.81438 -0.062 0.011 -0.111
```
Positions in Å, forces in eV/Å.

natural (NBO) atomic charge list, values in e, 8 entries: 1.28, -0.57, 0.63, -0.61, 0.18, -0.23, -0.18, -0.18


The following is a DFT calculation (the ωB97M-V functional and the def2-TZVPD basis) of a structure of composition C6H11NO3 in a non-equilibrium geometry.

Computed properties:
Kohn-Sham gap, eV: 8.0552
Total charge: 0
E_HOMO, Ha: -0.2762
Lowest unoccupied orbital energy, eV: 0.538
Relative energy (zero: lowest compared OMol25 entry of this formula, charge and spin), kJ/mol: 684.8

```
21
Properties=species:S:1:pos:R:3:forces:R:3
C -0.13524 -0.62626 -0.57368 0.767 0.849 -0.708
C -0.41239 -2.08673 -0.63571 0.138 -0.484 1.234
C -0.15176 0.10624 -1.86717 -0.156 0.126 -0.138
C 0.60243 1.85034 1.23953 -0.354 0.871 -1.131
C -1.09866 -0.09879 1.03838 3.254 1.032 2.455
C 0.34546 0.43024 0.83644 -0.779 0.070 1.103
O 2.51609 0.33755 -0.01344 -1.334 -0.391 -0.015
O -2.07249 0.82220 0.63561 0.646 -0.529 -0.230
N 1.35277 -0.40176 0.40313 -2.105 -0.347 0.034
O -1.30613 -0.82874 2.02127 -0.891 -0.917 -1.426
H 3.18976 -0.36000 -0.02023 -0.292 0.139 -0.021
H -2.75269 0.73707 1.32582 0.215 -0.067 -0.211
H -0.01409 -2.56480 0.26773 -0.088 -0.021 -0.288
H -0.10955 1.18757 -1.74312 0.183 -0.013 -0.141
H 0.01148 -2.56308 -1.52284 0.059 0.129 -0.032
H -1.49535 -2.25725 -0.58992 0.121 0.060 -0.208
H 0.63299 -0.25693 -2.53600 0.123 0.187 -0.065
H -1.10871 -0.11430 -2.36133 0.141 0.022 0.175
H -0.28556 2.33509 1.65054 -0.100 -0.370 -0.213
H 1.34782 1.88219 2.03807 0.213 -0.425 -0.308
H 0.94386 2.47015 0.40691 0.239 0.080 0.135
```
Positions in Å, forces in eV/Å.

natural (NBO) atomic charge list, values in e, 8 entries: 0.09, -0.65, -0.66, -0.68, 0.68, 0.23, -0.56, -0.73


Number 1: calculated total energy -9341.5201 eV. Number 2: calculated total energy -9559.6849 eV. Number 3: calculated total energy -14494.2846 eV. Number 4: calculated total energy -183125.3431 eV. Number 5: calculated total energy -42016.5983 eV. Number 6: calculated total energy -14027.1814 eV.